1.
{
  "formula": "C23H19NO5S",
  "method": "ωB97M-V/def2-TZVPD",
  "symbols": ["C", "O", "C", "C", "C", "C", "C", "C", "C", "C", "C", "O", "C", "C", "C", "C", "C", "C", "H", "H", "H", "H", "H", "H", "H", "H", "H", "H", "H", "H", "H", "H", "H", "C", "C", "C", "C", "C", "C", "S", "O", "O", "N", "C", "O", "H", "H", "H", "H"],
  "xyz": [[-6.458, 1.635, 1.701], [-5.476, 1.325, 2.694], [-4.361, 0.656, 2.349], [-3.441, 0.409, 3.403], [-2.327, -0.348, 3.153], [-2.006, -0.807, 1.867], [-0.905, -1.749, 1.730], [-1.095, -2.897, 0.904], [0.038, -3.704, 0.580], [-0.112, -4.837, -0.180], [-1.372, -5.071, -0.770], [-1.334, -6.075, -1.668], [0.010, -6.668, -1.650], [0.850, -5.870, -0.672], [-2.490, -4.257, -0.568], [-2.400, -3.285, 0.398], [-2.914, -0.453, 0.822], [-4.076, 0.243, 1.046], [-7.259, 2.124, 2.259], [-6.016, 2.305, 0.953], [-6.816, 0.723, 1.206], [-3.721, 0.793, 4.386], [-1.617, -0.502, 3.962], [0.245, -1.415, 1.603], [1.007, -3.414, 0.988], [-0.128, -7.705, -1.332], [0.392, -6.624, -2.675], [1.724, -5.414, -1.126], [1.215, -6.473, 0.155], [-3.370, -4.500, -1.169], [-3.356, -2.825, 0.707], [-2.631, -0.691, -0.193], [-4.769, 0.452, 0.234], [3.489, 0.148, 5.738], [2.450, 0.403, 4.854], [1.687, -0.639, 4.363], [1.870, -1.948, 4.777], [2.878, -2.244, 5.691], [3.667, -1.181, 6.167], [0.791, -3.073, 3.999], [1.510, -3.968, 3.136], [-0.228, -3.623, 4.847], [0.012, -1.746, 3.188], [0.611, -0.487, 3.403], [0.244, 0.521, 2.804], [4.119, 0.982, 6.087], [2.164, 1.389, 4.502], [3.067, -3.259, 6.057], [4.479, -1.332, 6.888]],
  "lowdin_charge": [-0.07, -0.09, -0.28, 0.02, -0.03, -0.18, -0.11, -0.17, 0.03, -0.14, -0.23, -0.01, -0.11, -0.10, 0.00, -0.01, -0.04, -0.02, 0.09, 0.09, 0.09, 0.12, 0.11, 0.18, 0.11, 0.12, 0.12, 0.12, 0.12, 0.12, 0.12, 0.12, 0.11, -0.05, 0.00, -0.14, -0.22, -0.02, -0.06, 0.74, -0.28, -0.27, -0.09, -0.46, 0.10, 0.12, 0.13, 0.13, 0.11],
  "de_lowest_kj_mol": 245.6,
  "smiles": "COc1ccc([C@H](c2ccc3c(c2)CCO3)N2C(=O)c3ccccc3S2(=O)=O)cc1",
  "spin_multiplicity": 1
}

---

2.
{
  "formula": "C5H6ClP",
  "method": "ωB97M-V/def2-TZVPD",
  "symbols": ["C", "C", "C", "C", "C", "P", "Cl", "H", "H", "H", "H", "H", "H"],
  "xyz": [[-0.139, 1.394, 0.619], [-1.201, 0.358, 0.624], [1.085, 1.108, 0.161], [-1.140, -0.877, 1.084], [0.956, -1.031, -1.569], [1.897, -0.403, -0.366], [1.462, -2.174, -2.773], [-0.392, 2.487, 0.933], [-2.240, 0.654, 0.279], [1.842, 2.066, 0.199], [-1.919, -1.652, 1.183], [-0.127, -1.219, 1.387], [-0.085, -0.710, -1.762]],
  "lowdin_charge": [-0.20, -0.24, -0.42, -0.03, -0.96, 0.85, 0.50, 0.13, 0.11, 0.11, 0.07, 0.05, 0.02],
  "de_lowest_kj_mol": 177.5,
  "smiles": "C=C/C=C\\P=C\\Cl",
  "spin_multiplicity": 1
}

---

3.
{
  "formula": "C9H14LaN2P",
  "method": "ωB97M-V/def2-TZVPD",
  "symbols": ["C", "C", "C", "C", "C", "La", "P", "H", "H", "H", "H", "H", "H", "H", "H", "C", "N", "C", "C", "N", "C", "H", "H", "H", "H", "H", "H"],
  "xyz": [[2.948, 1.612, -0.869], [4.233, 1.793, -1.445], [4.480, 0.729, -2.362], [3.352, -0.143, -2.365], [2.384, 0.364, -1.452], [-0.290, 1.463, 0.662], [-2.678, 2.275, -0.714], [2.465, 2.264, -0.125], [4.916, 2.614, -1.226], [5.375, 0.607, -2.967], [1.400, -0.074, -1.218], [3.240, -1.049, -2.960], [-2.934, 1.961, -2.096], [-2.691, 3.707, -0.899], [-4.040, 2.182, -0.275], [-1.842, -2.304, 3.259], [-1.802, -1.711, 1.929], [-2.606, -2.035, 0.845], [-2.199, -1.293, -0.201], [-1.199, -0.425, 0.250], [-0.986, -0.710, 1.566], [-2.414, -1.673, 3.956], [-2.313, -3.293, 3.209], [-0.821, -2.417, 3.646], [-3.372, -2.795, 0.906], [-2.510, -1.242, -1.224], [-0.098, -0.407, 2.168]],
  "lowdin_charge": [-0.25, -0.21, -0.18, -0.20, -0.24, 1.32, 0.47, -0.01, 0.07, 0.07, 0.01, 0.07, -0.13, -0.13, -0.13, -0.02, -0.15, -0.05, -0.12, -0.35, -0.42, 0.09, 0.09, 0.09, 0.12, 0.11, 0.07],
  "de_lowest_kj_mol": 275.6,
  "spin_multiplicity": 1
}

---

4.
{
  "formula": "C3H7FSi",
  "method": "ωB97M-V/def2-TZVPD",
  "symbols": ["C", "C", "C", "F", "Si", "H", "H", "H", "H", "H", "H", "H"],
  "xyz": [[-1.104, 0.374, -1.557], [-0.527, -0.723, -1.083], [0.090, 0.582, 1.740], [-1.131, 0.351, 2.350], [0.460, -0.827, 0.503], [-1.652, 0.378, -2.486], [-1.064, 1.317, -1.035], [-0.607, -1.636, -1.662], [0.831, 0.633, 2.540], [0.020, 1.567, 1.273], [2.567, -0.401, 0.023], [0.405, -2.135, 1.142]],
  "lowdin_charge": [-0.06, -0.33, -0.37, -0.13, 0.69, 0.05, 0.04, 0.04, 0.06, 0.07, 0.00, -0.06],
  "de_lowest_kj_mol": 110.5,
  "spin_multiplicity": 1
}

---

5.
{
  "formula": "C4H11NO3",
  "method": "ωB97M-V/def2-TZVPD",
  "symbols": ["C", "O", "C", "C", "C", "O", "N", "H", "H", "H", "H", "H", "H", "H", "H", "H", "H", "H", "O"],
  "xyz": [[-0.706, -1.564, 1.142], [0.242, -2.168, 0.248], [-1.079, -0.160, 0.731], [0.173, 0.732, 0.722], [-0.140, 2.146, 0.327], [-0.113, 2.516, -0.820], [-1.778, -0.137, -0.566], [-1.566, -2.234, 1.244], [-0.204, -1.575, 2.108], [-0.113, -2.221, -0.647], [-1.791, 0.240, 1.465], [0.670, 0.732, 1.696], [0.850, 0.280, -0.001], [-0.445, 2.848, 1.123], [-1.742, -1.029, -1.028], [-1.485, 0.642, -1.141], [2.914, -1.255, -0.763], [1.970, -0.488, -1.638], [2.901, -0.519, -1.392]],
  "lowdin_charge": [-0.21, -0.07, -0.38, -0.12, -0.25, 0.05, 0.07, 0.12, 0.12, 0.08, 0.14, 0.13, 0.09, 0.13, 0.06, 0.06, 0.04, 0.02, -0.06],
  "de_lowest_kj_mol": 185.6,
  "smiles": "N[C@@H](CO)CC=O.O",
  "spin_multiplicity": 1
}

---

6.
{
  "formula": "C5H9NO",
  "method": "ωB97M-V/def2-TZVPD",
  "symbols": ["C", "C", "N", "C", "C", "C", "O", "H", "H", "H", "H", "H", "H", "H", "H", "H"],
  "xyz": [[1.453, -1.229, -1.332], [0.664, 0.082, -1.245], [-0.797, 0.029, -1.243], [-1.474, 0.193, -0.187], [-1.083, 0.091, 1.279], [-0.417, 1.270, 1.954], [0.178, 2.157, 1.394], [0.977, -1.966, -1.985], [2.444, -1.011, -1.749], [1.616, -1.685, -0.350], [1.028, 0.675, -0.399], [0.873, 0.657, -2.151], [-2.541, 0.390, -0.336], [-0.426, -0.777, 1.440], [-1.997, -0.128, 1.846], [-0.498, 1.252, 3.063]],
  "lowdin_charge": [-0.10, -0.28, 0.03, -0.18, -0.13, -0.26, 0.05, 0.07, 0.07, 0.06, 0.09, 0.11, 0.11, 0.12, 0.11, 0.12],
  "de_lowest_kj_mol": 198.4,
  "smiles": "CC/N=C\\CC=O",
  "spin_multiplicity": 1
}

---

7.
{
  "formula": "C22H38Br2F3N2O4",
  "method": "ωB97M-V/def2-TZVPD",
  "symbols": ["C", "C", "N", "C", "C", "C", "O", "C", "C", "C", "C", "C", "C", "O", "C", "C", "O", "N", "C", "C", "C", "C", "F", "C", "F", "F", "C", "C", "O", "H", "H", "H", "H", "H", "H", "H", "H", "H", "H", "H", "H", "H", "H", "H", "H", "H", "H", "H", "H", "H", "H", "H", "H", "H", "H", "H", "H", "H", "H", "H", "H", "H", "H", "Br", "C", "C", "Br", "H", "H", "H", "H"],
  "xyz": [[-2.338, -0.857, 2.738], [-0.831, -0.762, 3.035], [-0.172, 0.192, 2.114], [1.239, -0.140, 1.830], [1.494, -0.050, 0.321], [1.351, -1.387, -0.412], [0.187, -2.004, 0.104], [-0.572, -2.700, -0.841], [-1.064, -1.783, -1.982], [-2.410, -1.166, -1.575], [-2.716, 0.209, -2.192], [-2.322, 1.337, -1.192], [-1.613, 2.486, -1.899], [-1.700, 3.689, -1.163], [-0.631, 4.512, -1.525], [0.581, 4.466, -0.656], [-0.737, 5.236, -2.489], [-0.022, -0.758, -2.315], [1.355, -1.236, -1.928], [2.463, -0.349, -2.502], [2.145, 1.158, -2.535], [1.635, 1.634, -3.855], [0.898, 0.776, -4.617], [1.853, 2.899, -4.271], [0.930, 3.694, -4.785], [3.033, 3.493, -4.170], [-0.301, 1.545, 2.464], [-1.051, 1.990, 3.685], [0.203, 2.386, 1.728], [-2.550, -0.381, 1.785], [-2.635, -1.895, 2.625], [-2.941, -0.385, 3.505], [-0.428, -1.740, 2.799], [-0.631, -0.563, 4.086], [1.864, 0.623, 2.287], [1.521, -1.107, 2.232], [2.421, 0.450, 0.060], [0.693, 0.587, -0.059], [2.249, -1.959, -0.151], [-1.426, -3.167, -0.368], [0.012, -3.512, -1.288], [-1.222, -2.440, -2.832], [-2.470, -1.120, -0.491], [-3.178, -1.872, -1.876], [-2.160, 0.354, -3.118], [-3.775, 0.321, -2.379], [-1.591, 0.901, -0.506], [-3.158, 1.665, -0.586], [-1.952, 2.585, -2.932], [-0.547, 2.210, -1.962], [0.881, 3.450, -0.412], [0.358, 4.968, 0.282], [1.412, 4.968, -1.134], [-0.017, -0.655, -3.330], [-0.171, 0.141, -1.853], [1.462, -2.202, -2.413], [2.649, -0.699, -3.510], [3.350, -0.526, -1.904], [3.070, 1.701, -2.360], [1.446, 1.491, -1.772], [-1.930, 1.390, 3.881], [-0.413, 1.947, 4.565], [-1.351, 3.022, 3.573], [3.257, -3.712, 4.808], [1.420, -4.322, 4.995], [0.985, -5.141, 3.810], [0.618, -4.007, 2.268], [0.809, -3.436, 5.141], [1.404, -4.924, 5.900], [0.051, -5.656, 4.022], [1.731, -5.864, 3.498]],
  "lowdin_charge": [-0.06, -0.23, -0.06, -0.12, -0.09, -0.28, -0.15, -0.16, -0.19, -0.13, -0.15, -0.14, -0.20, -0.01, -0.49, 0.02, 0.14, 0.16, -0.19, -0.08, -0.11, -0.21, 0.06, -0.28, 0.17, 0.16, -0.46, 0.03, 0.05, 0.06, 0.07, 0.07, 0.00, 0.12, 0.13, 0.10, 0.13, 0.09, 0.17, 0.14, 0.13, 0.16, 0.10, 0.13, 0.11, 0.12, 0.09, 0.13, 0.14, 0.10, 0.06, 0.10, 0.09, 0.17, 0.13, 0.16, 0.13, 0.13, 0.14, 0.08, 0.06, 0.10, 0.09, 0.62, -0.69, -0.65, 0.76, 0.05, 0.06, 0.06, 0.05],
  "total_charge": 1,
  "spin_multiplicity": 1,
  "total_energy_ha": -6718.86409
}

---

8.
{
  "formula": "C9H12N2O3S",
  "method": "ωB97M-V/def2-TZVPD",
  "symbols": ["C", "C", "C", "C", "C", "C", "C", "C", "C", "N", "N", "O", "O", "O", "S", "H", "H", "H", "H", "H", "H", "H", "H", "H", "H", "H", "H"],
  "xyz": [[-2.206, 1.683, -2.304], [-2.495, 2.193, -1.050], [-1.435, 0.553, -2.365], [-1.997, 1.661, 0.102], [-0.845, 0.056, -1.213], [-1.088, 0.620, 0.057], [-0.108, -1.252, -1.370], [-0.317, -2.081, -0.068], [-0.392, -0.060, 1.143], [2.646, -0.125, 0.217], [-0.115, -1.293, 1.129], [2.097, 0.809, 2.719], [4.224, -0.236, 2.233], [2.322, -1.619, 2.287], [2.871, -0.248, 1.753], [-2.481, 2.069, -3.169], [-3.121, 3.194, -0.953], [-1.204, 0.040, -3.398], [-2.318, 2.085, 1.036], [-0.442, -1.879, -2.244], [1.050, -1.011, -1.601], [-1.303, -2.443, -0.216], [0.551, -2.705, -0.024], [-0.199, 0.453, 2.035], [2.837, 0.720, -0.274], [2.102, 0.445, 3.648], [1.368, -1.630, 1.889]],
  "lowdin_charge": [-0.08, -0.09, -0.04, -0.05, -0.18, -0.13, -0.14, -0.17, -0.10, -0.15, 0.01, -0.21, -0.31, -0.19, 0.57, 0.06, 0.15, 0.16, 0.11, 0.12, 0.14, 0.12, 0.11, 0.10, 0.02, 0.12, 0.05],
  "de_lowest_kj_mol": 403.0,
  "smiles": "C1=NCCc2ccccc21.N=S(=O)(O)O",
  "spin_multiplicity": 1
}

---

9.
{
  "formula": "C3H10OS2",
  "method": "ωB97M-V/def2-TZVPD",
  "symbols": ["C", "S", "S", "H", "H", "H", "H", "C", "O", "C", "H", "H", "H", "H", "H", "H"],
  "xyz": [[2.259, 0.137, 3.499], [0.661, 0.015, 2.438], [0.613, -1.896, 1.661], [2.937, -0.399, 2.843], [2.392, 1.218, 3.496], [2.145, -0.307, 4.474], [1.173, -1.464, 0.580], [-1.407, 0.578, -2.557], [-2.323, 1.459, -1.901], [-0.778, -0.346, -1.558], [-0.669, 1.120, -3.173], [-1.898, 0.071, -3.406], [-3.072, 1.586, -2.479], [0.188, -0.038, -1.144], [-0.664, -1.344, -1.982], [-1.557, -0.389, -0.789]],
  "lowdin_charge": [-0.39, 0.30, 0.30, 0.01, 0.02, 0.02, -0.26, -0.34, -0.08, -0.10, 0.11, 0.11, 0.07, 0.06, 0.07, 0.08],
  "de_lowest_kj_mol": 104.8,
  "smiles": "CCO.CSS",
  "spin_multiplicity": 1
}

---

10.
{
  "formula": "C12H15Cl2MnO11P2Se2",
  "method": "ωB97M-V/def2-TZVPD",
  "symbols": ["Mn", "O", "C", "C", "C", "O", "C", "Se", "C", "Se", "H", "H", "H", "H", "H", "H", "H", "H", "H", "H", "O", "P", "O", "O", "O", "P", "O", "O", "O", "H", "H", "Cl", "C", "C", "C", "Cl", "C", "O", "C", "C", "O", "C", "H", "H", "H"],
  "xyz": [[0.830, -0.529, 0.450], [-1.776, 3.788, -2.308], [-1.601, 4.476, -1.086], [-1.523, 3.608, 0.184], [-1.853, 4.581, 1.337], [-1.577, 4.095, 2.634], [-0.123, 3.040, 0.428], [0.485, 1.743, -0.909], [-2.597, 2.522, 0.190], [-2.276, 1.029, -1.026], [-1.008, 3.211, -2.440], [-2.469, 5.135, -1.001], [-0.706, 5.111, -1.123], [-2.903, 4.887, 1.247], [-1.237, 5.478, 1.228], [-2.059, 3.274, 2.789], [-0.058, 2.543, 1.392], [0.604, 3.856, 0.421], [-3.565, 2.950, -0.076], [-2.682, 2.068, 1.179], [3.015, 0.119, 0.730], [3.311, -0.966, -0.503], [4.380, -0.513, -1.389], [1.877, -1.122, -1.034], [3.667, -2.250, 0.345], [2.653, -2.956, 1.459], [3.490, -2.737, 2.811], [2.520, -4.378, 1.159], [1.445, -2.026, 1.577], [3.156, 1.020, 0.412], [3.357, -1.838, 3.132], [-5.387, -0.016, 4.042], [-3.770, 0.079, 3.399], [-2.752, 0.591, 4.186], [-1.470, 0.654, 3.670], [-0.197, 1.304, 4.647], [-1.162, 0.224, 2.365], [0.052, 0.356, 1.908], [-2.227, -0.280, 1.593], [-1.986, -0.659, 0.163], [-0.806, -1.205, -0.161], [-3.511, -0.356, 2.112], [-2.947, 0.929, 5.193], [-2.812, -1.276, -0.205], [-4.317, -0.744, 1.500]],
  "lowdin_charge": [0.69, -0.11, -0.24, -0.56, -0.22, -0.05, -0.45, 0.85, -0.38, 1.07, 0.01, 0.13, 0.13, 0.13, 0.13, 0.07, 0.05, 0.08, 0.09, 0.06, -0.18, 0.22, -0.25, -0.36, -0.24, 0.25, -0.12, -0.26, -0.32, 0.07, 0.07, 0.63, -0.67, -0.14, -0.59, 0.72, -0.38, -0.21, -0.18, -0.55, -0.26, -0.07, 0.10, 0.10, 0.12],
  "total_charge": -1,
  "de_lowest_kj_mol": 0.0,
  "spin_multiplicity": 4,
  "s_squared": 3.816
}